Below is a structure of composition C25H30N10O11STi, with properties calculated with ωB97M-V/def2-TZVPD.

- Multiplicity: 1
- Charge: -2
- Max |F|: 0.716 eV/Å
- HOMO energy: -0.832 eV
- Molar mass: 726.5 g mol⁻¹
- ΔE to the lowest compared entry with this formula, charge and spin: 2.266 eV
- LUMO energy: 4.2951 eV
- HOMO-LUMO gap: 5.13 eV

Positions of all 78 atoms, in Å:
Ti  -0.542  -0.943  0.233
S  -2.600  -0.222  2.449
O  -1.611  0.033  -1.002
O  -1.663  -0.049  -4.125
O  -4.155  2.417  1.524
O  -0.015  1.267  -3.674
O  -3.654  5.163  -3.851
O  -3.525  0.243  1.117
O  -0.111  -4.450  3.317
O  1.103  0.027  -0.354
O  -3.138  -1.595  2.631
O  -4.524  5.497  -1.904
O  0.169  -2.612  1.247
N  -3.272  1.664  0.895
N  -3.889  4.813  -2.695
N  -1.158  0.871  -3.510
N  -2.555  -2.896  -1.355
N  1.464  -1.449  -2.089
N  -0.078  2.848  0.693
N  -2.298  -2.322  -0.066
N  -1.175  -0.304  1.746
N  0.621  -2.225  -1.296
N  3.295  0.256  2.719
C  0.904  3.652  1.387
C  -0.971  -3.337  3.606
C  1.422  1.820  3.074
C  3.093  0.526  -3.354
C  -0.056  -6.180  1.736
C  0.968  3.262  2.864
C  0.163  -3.873  0.967
C  0.816  -3.486  -1.369
C  -3.597  3.117  -0.940
C  -3.318  3.551  -2.228
C  1.659  -0.322  -1.471
C  -2.525  2.840  -3.104
C  3.127  1.656  -1.230
C  2.926  1.658  2.914
C  -0.012  -4.831  2.013
C  0.125  -6.672  0.437
C  -2.018  1.654  -2.602
C  -2.212  1.151  -1.317
C  2.646  0.634  -2.042
C  4.494  2.458  -3.037
C  0.347  -4.396  -0.343
C  4.011  1.438  -3.849
C  0.344  -5.779  -0.585
C  4.051  2.565  -1.726
C  -3.062  1.919  -0.446
H  -1.021  3.209  0.738
H  1.138  1.486  4.078
H  4.420  3.360  -1.089
H  2.763  1.715  -0.210
H  -0.223  -6.852  2.570
H  5.207  3.173  -3.431
H  -4.228  3.671  -0.263
H  -1.677  -3.229  -1.728
H  3.272  2.226  2.042
H  2.693  -0.264  -3.975
H  0.523  -6.129  -1.596
H  -3.039  -1.657  0.141
H  -1.897  -3.387  3.032
H  1.882  3.486  0.920
H  0.095  -7.738  0.249
H  -1.194  -3.413  4.670
H  -2.298  3.189  -4.098
H  4.251  0.073  2.994
H  2.689  -0.365  3.241
H  -0.030  3.399  3.291
H  0.164  2.611  -0.257
H  -0.491  -2.389  3.376
H  0.879  1.173  2.385
H  1.638  3.953  3.394
H  1.483  -3.866  -2.146
H  3.413  2.114  3.791
H  4.344  1.362  -4.877
H  -3.174  -3.694  -1.249
H  0.714  4.734  1.318
H  -2.309  -3.007  0.687

Atoms 1-3, force components in eV/Å:
Ti 0.097 -0.232 0.670
S -0.192 0.337 -0.123
O 0.011 0.109 -0.223

Below is the molecule C13H15N3O3 at a distorted geometry, with properties calculated with ωB97M-V/def2-TZVPD.

- Multiplicity: 1
- Max |F|: 5.098 eV/Å
- HOMO energy: -7.744 eV
- Molar mass: 261.3 g mol⁻¹
- ΔE to the lowest compared entry with this formula, charge and spin: 2.106 eV
- SMILES string: N[C@@H](Cc1c[nH]c2ccccc12)C(=O)NCC(=O)O
- LUMO energy: 0.2780 eV
- HOMO-LUMO gap: 8.02 eV

Positions of all 34 atoms, in Å:
O  0.970  0.195  3.158
O  0.528  4.623  1.336
O  0.060  2.907  -0.057
N  -1.537  0.469  -1.004
N  1.562  1.174  1.166
N  2.264  -2.211  2.198
C  -1.780  -0.390  -3.300
C  0.651  3.355  0.835
C  1.469  2.474  1.733
C  1.302  0.067  1.946
C  -0.950  -2.905  -2.108
C  -1.416  -2.789  -3.426
C  -1.482  -0.536  -1.931
C  -0.679  -1.380  0.026
C  -0.972  -1.744  -1.253
C  0.097  -1.966  1.234
C  -1.724  -1.547  -4.073
C  -1.069  -0.076  0.199
C  1.408  -1.384  1.411
H  -0.548  -1.755  2.090
H  1.798  -2.368  3.141
H  -1.945  0.624  -3.632
H  -1.622  -3.666  -4.021
H  -0.986  -3.858  -1.646
H  1.056  2.450  2.731
H  1.400  1.112  0.140
H  1.874  -1.320  0.394
H  -0.900  0.474  1.076
H  -1.616  1.514  -0.888
H  0.224  -3.059  1.207
H  2.456  3.010  1.706
H  3.132  -1.701  2.307
H  -1.820  -1.467  -5.140
H  -0.125  5.120  0.758

Atoms 1-3, force components in eV/Å:
O 0.947 -0.011 -2.622
O -0.705 0.076 -1.531
O -2.117 -0.539 -3.831

Below is a structure of composition C10H27BeN3S2 at a distorted geometry, with properties calculated with ωB97M-V/def2-TZVPD.

- Multiplicity: 1
- Charge: +2
- Max |F|: 1.188 eV/Å
- HOMO energy: -16.083 eV
- Molar mass: 262.5 g mol⁻¹
- LUMO energy: -5.8468 eV
- HOMO-LUMO gap: 10.24 eV

Positions of all 43 atoms, in Å:
S  -1.537  1.440  -0.984
S  1.463  -1.651  0.330
N  -1.871  -1.549  0.458
N  -0.578  0.332  1.698
N  -0.221  -0.947  -1.773
C  0.264  -2.362  -1.976
C  -0.798  -0.829  2.578
C  -1.381  -0.686  -2.684
C  -1.734  -1.818  1.916
C  -1.603  0.808  -2.703
C  1.626  -2.438  -1.324
C  1.274  -3.273  1.170
C  -3.355  1.392  -0.754
C  1.854  1.555  -0.651
C  1.645  1.905  0.632
Be  -0.602  -0.534  -0.061
H  1.968  -3.466  -1.176
H  2.645  0.837  -0.935
H  -0.469  -3.055  -1.525
H  -2.726  -1.800  2.377
H  -1.376  0.963  1.821
H  -3.593  1.608  0.294
H  -3.835  0.452  -1.066
H  -2.582  1.067  -3.111
H  -3.732  2.210  -1.382
H  -1.204  -0.553  3.561
H  -1.140  -1.095  -3.676
H  2.205  1.434  1.467
H  0.239  0.852  2.039
H  2.385  -1.889  -1.895
H  -2.254  -1.251  -2.311
H  0.281  -2.577  -3.055
H  0.492  -3.914  0.736
H  0.187  -1.287  2.698
H  1.051  2.799  0.914
H  -1.968  -2.419  -0.062
H  -2.764  -1.090  0.252
H  0.551  -0.302  -2.019
H  -1.307  -2.817  2.015
H  1.097  -3.146  2.242
H  -0.819  1.312  -3.280
H  1.395  2.119  -1.482
H  2.254  -3.744  1.017

Atoms 1-3, force components in eV/Å:
S -0.954 -0.270 -0.477
S 0.068 -1.158 0.253
N -0.623 0.041 -0.483

Below is the molecule C3H5IN2O2 at a distorted geometry, with properties calculated with ωB97M-V/def2-TZVPD.

- Multiplicity: 1
- Max |F|: 3.704 eV/Å
- HOMO energy (alpha / beta): -8.492 / -8.033 eV
- Molar mass: 228.0 g mol⁻¹
- ΔE to the lowest compared entry with this formula, charge and spin: 0.732 eV
- LUMO energy (alpha / beta): -0.3581 / -0.8027 eV
- HOMO-LUMO gap (alpha / beta): 8.13 / 7.23 eV

Positions of all 13 atoms, in Å:
I  3.141  0.037  0.147
O  -0.757  -2.249  0.582
O  -1.057  2.033  -0.092
N  -0.796  -0.035  0.973
N  1.331  0.329  -0.867
C  0.443  -0.804  -0.992
C  -0.355  1.211  0.700
C  -0.360  -1.158  0.249
H  0.875  -1.742  -1.301
H  0.189  1.698  1.502
H  -0.948  -0.481  1.922
H  -0.299  -0.552  -1.782
H  -1.408  1.712  -1.040

Atoms 1-3, force components in eV/Å:
I -0.926 -0.264 -0.235
O 0.754 0.357 -0.313
O -0.585 -0.288 -2.504